1.
Molecular formula: C5H8O2
Method: DFT, wB97M-V/def2-TZVPD

LUMO level: -0.3 eV
calculated total energy: -345.658202 Ha
gap between HOMO and LUMO: 0.307 Eh
energy relative to the best compared isomer or geometry (same formula, charge and spin): 385.3 kJ/mol

Cartesian coordinates (Å):
C -0.144 2.128 -0.397
C -0.846 -0.654 -0.150
C -1.012 -1.733 0.824
C 0.534 -0.591 -0.713
C 1.299 0.307 0.287
O 2.251 -0.091 0.902
O 0.831 1.547 0.480
H 0.334 2.411 -1.339
H -0.978 1.440 -0.570
H -0.503 3.016 0.122
H -0.126 -2.263 1.205
H -1.711 -1.474 1.626
H -1.584 -2.415 0.164
H 1.093 -1.535 -0.749
H 0.560 -0.094 -1.692

2.
Molecular formula: C46H41N9O14
Method: DFT, wB97M-V/def2-TZVPD

LUMO level: -1.2 eV
SMILES string: O=[N+]([O-])c1ccccc1.O=[N+]([O-])c1ccccc1.O=[N+]([O-])c1ccccc1.O=[N+]([O-])c1ccccc1.O=[N+]([O-])c1ccccc1.O=[N+]([O-])c1ccccc1.O=[N+]([O-])c1ccccc1.CC#N.CC#N
calculated total energy: -3322.825101 Ha
gap between HOMO and LUMO: 0.320 Eh
energy relative to the best compared isomer or geometry (same formula, charge and spin): 443.4 kJ/mol

Cartesian coordinates (Å):
O 24.970 -6.032 21.765
N 25.463 -5.303 22.676
O 26.104 -4.309 22.450
C 25.399 -5.664 24.142
C 24.663 -6.805 24.496
C 24.795 -7.314 25.793
C 25.451 -6.538 26.787
C 25.981 -5.280 26.465
C 25.908 -4.870 25.152
H 24.257 -7.447 23.728
H 24.396 -8.304 25.959
H 25.751 -6.941 27.743
H 26.497 -4.669 27.191
H 26.450 -3.955 24.963
O 20.644 -0.932 27.866
N 20.533 -1.902 28.709
O 20.079 -3.040 28.405
C 20.799 -1.617 30.132
C 21.114 -2.577 31.105
C 21.251 -2.215 32.432
C 20.994 -0.886 32.857
C 20.887 0.106 31.887
C 20.746 -0.271 30.565
H 21.101 -3.634 30.884
H 21.519 -2.863 33.254
H 21.056 -0.574 33.889
H 20.711 1.125 32.197
H 20.583 0.494 29.820
O 6.718 -4.996 19.432
N 6.130 -3.863 19.465
O 5.007 -3.645 18.950
C 6.654 -2.781 20.216
C 5.799 -1.986 21.006
C 6.270 -0.811 21.540
C 7.633 -0.491 21.555
C 8.537 -1.267 20.819
C 8.024 -2.432 20.139
H 4.745 -2.219 21.001
H 5.503 -0.175 21.956
H 8.099 0.365 22.021
H 9.551 -0.923 20.678
H 8.811 -2.964 19.624
O 27.516 -15.613 24.955
N 26.421 -15.711 24.424
O 25.580 -16.528 24.626
C 26.066 -14.667 23.435
C 24.884 -14.768 22.679
C 24.542 -13.754 21.769
C 25.380 -12.641 21.528
C 26.596 -12.561 22.264
C 26.891 -13.511 23.208
H 24.206 -15.609 22.701
H 23.574 -13.942 21.330
H 25.100 -11.819 20.885
H 27.102 -11.607 22.233
H 27.721 -13.383 23.886
O 19.439 -5.419 10.440
N 18.267 -5.638 10.644
O 17.775 -6.753 10.735
C 17.299 -4.464 10.775
C 15.916 -4.691 10.904
C 15.080 -3.626 11.046
C 15.634 -2.303 11.078
C 17.028 -2.020 10.979
C 17.829 -3.154 10.810
H 15.564 -5.710 10.966
H 14.017 -3.774 11.171
H 14.975 -1.451 10.990
H 17.368 -0.996 10.941
H 18.906 -3.073 10.797
O 9.652 -7.352 10.500
N 8.485 -7.223 10.338
O 7.852 -7.720 9.400
C 7.753 -6.224 11.120
C 6.498 -5.698 10.701
C 5.915 -4.768 11.529
C 6.627 -4.244 12.587
C 7.830 -4.745 13.038
C 8.350 -5.786 12.329
H 6.052 -6.129 9.817
H 4.932 -4.360 11.348
H 6.133 -3.445 13.119
H 8.329 -4.279 13.876
H 9.290 -6.262 12.568
O 18.283 -7.122 16.533
N 18.322 -7.097 17.730
O 19.072 -7.793 18.467
C 17.414 -6.184 18.478
C 17.505 -5.919 19.904
C 16.559 -5.146 20.532
C 15.623 -4.491 19.745
C 15.500 -4.694 18.389
C 16.460 -5.513 17.782
H 18.269 -6.452 20.450
H 16.507 -4.934 21.590
H 15.012 -3.878 20.392
H 14.668 -4.259 17.855
H 16.338 -5.663 16.720
C 17.112 0.896 16.883
C 17.119 2.353 16.792
N 17.117 3.546 16.629
H 16.353 0.454 16.238
H 17.078 0.538 17.911
H 18.079 0.565 16.502
C 15.497 -8.024 27.804
C 16.083 -9.175 27.122
N 16.506 -10.132 26.632
H 15.970 -7.093 27.492
H 15.506 -8.057 28.893
H 14.466 -8.022 27.450

3.
Molecular formula: C12H24Cl12
Method: DFT, wB97M-V/def2-TZVPD

LUMO level: 0.3 eV
SMILES string: ClCCCl.ClCCCl.ClCCCl.ClCCCl.ClCCCl.ClCCCl
calculated total energy: -5993.962423 Ha
gap between HOMO and LUMO: 0.399 Eh
energy relative to the best compared isomer or geometry (same formula, charge and spin): 20.0 kJ/mol

Cartesian coordinates (Å):
Cl -4.048 1.937 1.051
C -2.561 2.699 0.467
C -2.457 4.098 1.043
Cl -0.775 4.624 1.186
H -2.613 2.706 -0.623
H -1.718 2.077 0.739
H -2.901 4.124 2.043
H -2.979 4.863 0.480
Cl -0.730 -1.284 -2.101
C -1.916 -2.471 -2.700
C -2.213 -3.486 -1.631
Cl -3.576 -4.516 -2.137
H -1.466 -2.947 -3.574
H -2.812 -1.994 -3.085
H -2.491 -2.978 -0.708
H -1.351 -4.112 -1.439
Cl 2.477 2.073 -4.306
C 1.804 1.566 -2.754
C 0.338 1.854 -2.641
Cl -0.022 3.606 -2.830
H 2.370 2.024 -1.946
H 1.962 0.489 -2.662
H -0.087 1.561 -1.693
H -0.173 1.323 -3.443
Cl 2.597 5.705 2.148
C 2.627 4.904 0.550
C 3.883 5.190 -0.201
Cl 5.311 4.414 0.556
H 1.747 5.176 -0.032
H 2.527 3.838 0.762
H 4.085 6.254 -0.214
H 3.831 4.822 -1.221
Cl -1.516 -4.924 1.781
C -0.678 -6.484 1.995
C 0.755 -6.299 2.391
Cl 1.680 -5.284 1.239
H -0.716 -7.008 1.051
H -1.180 -7.011 2.797
H 1.251 -7.269 2.434
H 0.860 -5.848 3.375
Cl 1.004 0.641 0.779
C 0.713 -0.621 2.019
C -0.346 -1.611 1.585
Cl -1.913 -0.767 1.457
H 0.383 -0.133 2.928
H 1.679 -1.098 2.146
H -0.488 -2.380 2.327
H -0.157 -2.043 0.610

4.
Molecular formula: C25H29N6O5
Method: DFT, wB97M-V/def2-TZVPD

LUMO level: -3.6 eV
total charge: +1
calculated total energy: -1674.534035 Ha
gap between HOMO and LUMO: 0.272 Eh

Cartesian coordinates (Å):
C 3.929 -2.824 -0.254
C 3.726 -1.389 -0.694
C 4.679 -0.806 -1.500
C 4.472 0.489 -1.930
C 3.375 1.231 -1.588
C 3.272 2.648 -2.131
C 1.874 2.999 -2.728
C 3.775 3.730 -1.143
C 2.420 0.645 -0.775
O 1.306 1.414 -0.475
C 0.563 0.953 0.629
N -0.583 1.802 0.822
C -1.758 1.728 0.198
N -2.775 2.563 0.510
C -3.766 2.167 -0.275
C -5.157 2.655 -0.386
C -5.532 3.572 -1.347
C -6.854 3.957 -1.381
N -7.806 3.534 -0.564
C -7.408 2.636 0.324
C -6.123 2.163 0.471
N -3.382 1.157 -1.055
N -2.085 0.862 -0.778
C -1.393 -0.197 -1.511
N -1.944 -0.211 -2.892
C 2.619 -0.647 -0.348
H 4.068 -3.432 -1.157
H 3.007 -3.183 0.201
H 4.792 -2.956 0.400
H 5.563 -1.339 -1.832
H 5.228 0.915 -2.586
H 3.957 2.692 -2.985
H 1.445 2.080 -3.139
H 1.243 3.423 -1.945
H 2.052 3.727 -3.523
H 2.955 4.261 -0.648
H 4.289 4.493 -1.740
H 4.495 3.346 -0.417
H 0.227 -0.086 0.547
H 1.190 1.028 1.526
H -0.498 2.539 1.505
H -4.823 3.975 -2.061
H -7.142 4.680 -2.144
H -8.165 2.239 1.000
H -5.899 1.435 1.241
H -4.019 0.743 -1.725
H -1.680 -1.152 -1.060
H -0.314 -0.054 -1.574
H -2.028 0.761 -3.195
H -1.182 -0.559 -3.471
H 1.887 -1.141 0.299
C 0.669 -3.294 3.991
C 0.394 -4.282 4.855
C 0.430 -5.725 4.437
O 0.190 -6.575 5.269
C 0.747 -6.029 3.048
C 1.016 -5.040 2.188
C 1.007 -3.600 2.615
O 1.278 -2.736 1.790
O 1.307 -5.277 0.906
O 0.078 -4.049 6.121
H 0.649 -2.253 4.281
H 0.753 -7.069 2.753
H 1.461 -4.407 0.499
H -0.071 -4.926 6.528

5.
Molecular formula: H3P3
Method: DFT, wB97M-V/def2-TZVPD

LUMO level (alpha / beta): 0.8 / -3.1 eV
calculated total energy: -1025.709341 Ha
expectation value of S²: 2.0070
spin multiplicity: 3
gap between HOMO and LUMO (alpha / beta): 0.292 / 0.216 Eh

Cartesian coordinates (Å):
P 1.911 -0.782 -0.704
P 0.818 0.667 0.237
P -1.096 0.478 -0.779
H 3.333 -0.314 -0.188
H -1.922 1.297 0.146
H -1.874 -0.522 -0.246

6.
Molecular formula: C9H14
Method: DFT, wB97M-V/def2-TZVPD

LUMO level: 1.0 eV
SMILES string: Cc1ccccc1.CC
calculated total energy: -351.291989 Ha
gap between HOMO and LUMO: 0.365 Eh
energy relative to the best compared isomer or geometry (same formula, charge and spin): 100.3 kJ/mol

Cartesian coordinates (Å):
C -0.384 -0.487 -2.076
C 0.222 -1.213 -0.901
C 1.532 -1.763 -0.884
C 2.012 -2.022 0.397
C 1.186 -2.213 1.518
C -0.180 -2.062 1.339
C -0.622 -1.541 0.127
H -1.077 0.373 -1.795
H -0.854 -1.130 -2.840
H 0.305 -0.020 -2.730
H 2.091 -1.816 -1.798
H 3.101 -2.173 0.515
H 1.746 -2.341 2.470
H -0.883 -2.229 2.164
H -1.711 -1.394 0.009
C -1.546 2.527 0.619
C -0.068 2.939 0.576
H -1.650 1.498 0.355
H -2.078 2.739 1.544
H -2.093 3.191 -0.123
H 0.463 2.599 1.440
H 0.023 4.000 0.388
H 0.466 2.537 -0.317

7.
Molecular formula: CH9N4O
Method: DFT, wB97M-V/def2-TZVPD

LUMO level: -3.4 eV
total charge: +1
SMILES string: NCN[NH2+]ON
calculated total energy: -337.321380 Ha
gap between HOMO and LUMO: 0.387 Eh
energy relative to the best compared isomer or geometry (same formula, charge and spin): 493.9 kJ/mol

Cartesian coordinates (Å):
N -0.949 -1.219 -0.388
C -1.544 0.014 0.126
N -0.738 1.132 -0.236
N 0.594 1.165 0.276
O 1.533 0.464 -0.533
N 2.007 -0.757 0.194
H -1.059 -1.185 -1.414
H -1.455 -2.042 -0.089
H -2.655 0.244 -0.025
H -1.534 -0.024 1.280
H -0.672 1.277 -1.264
H 0.610 0.652 1.123
H 0.900 2.229 0.369
H 2.286 -1.564 -0.340
H 2.677 -0.388 0.922

8.
Molecular formula: CH3O2S2
Method: DFT, wB97M-V/def2-TZVPD

LUMO level (alpha / beta): 3.7 / 2.6 eV
total charge: -1
calculated total energy: -986.612608 Ha
expectation value of S²: 2.0087
spin multiplicity: 3
gap between HOMO and LUMO (alpha / beta): 0.204 / 0.240 Eh
energy relative to the best compared isomer or geometry (same formula, charge and spin): 300.6 kJ/mol

Cartesian coordinates (Å):
C 0.684 0.390 0.336
O -2.144 0.518 0.279
O -0.830 -1.552 -0.014
S 2.000 -0.487 -0.127
S -0.951 0.095 -0.558
H 0.809 1.083 1.125
H 0.338 1.739 -1.152
H 0.093 -1.785 0.111

9.
Molecular formula: C8H8OP2
Method: DFT, wB97M-V/def2-TZVPD

LUMO level: 0.0 eV
SMILES string: CC(=O)P1C#CCCC2=[PH]=C21
calculated total energy: -1067.366545 Ha
gap between HOMO and LUMO: 0.312 Eh
energy relative to the best compared isomer or geometry (same formula, charge and spin): 0.0 kJ/mol

Cartesian coordinates (Å):
C 1.699 0.453 2.691
C 1.906 -0.544 1.462
O 1.939 -1.720 1.531
P 2.219 0.455 -0.161
C 2.129 -0.998 -1.365
C 0.995 -1.157 -1.818
C -0.326 -1.341 -2.263
C -1.225 -0.664 -1.175
C -0.652 0.537 -0.478
P -1.034 2.042 0.519
C 0.466 1.063 0.087
H 0.697 0.258 2.874
H 2.327 0.026 3.609
H 1.905 1.484 2.496
H -0.567 -0.799 -3.091
H -0.668 -2.498 -2.338
H -1.468 -1.375 -0.374
H -2.170 -0.447 -1.678
H -1.175 2.885 -0.678

10.
Molecular formula: C4H20NO7S
Method: DFT, wB97M-V/def2-TZVPD

LUMO level: 2.7 eV
total charge: -1
calculated total energy: -1144.095621 Ha
gap between HOMO and LUMO: 0.250 Eh
energy relative to the best compared isomer or geometry (same formula, charge and spin): 79.5 kJ/mol

Cartesian coordinates (Å):
O 0.082 -2.854 -0.375
C -0.089 -1.765 0.145
N -1.162 -0.981 -0.034
C -1.304 0.379 0.530
C 0.033 1.131 0.493
S 1.082 0.998 -1.000
C -1.858 0.357 1.942
H 0.616 -1.306 0.891
H -1.742 -1.032 -0.884
H -1.909 1.081 -0.163
H 0.598 0.733 1.375
H -0.208 2.210 0.568
H -2.473 -0.533 2.273
H -1.078 0.461 2.700
H -2.610 1.221 2.122
H 3.241 2.207 3.002
H 1.926 2.431 2.245
O 2.291 2.170 3.094
H 2.818 -1.033 3.004
H 2.055 0.291 3.247
O 2.000 -0.681 3.342
H -3.188 -2.505 -2.330
H -3.042 -3.201 -1.009
O -3.706 -2.972 -1.664
H 0.034 -1.943 -3.154
H -0.599 -2.700 -1.946
O -0.766 -2.402 -2.890
H 2.011 -0.137 -4.345
H 0.751 -0.379 -3.395
O 1.276 -0.706 -4.130
H 1.042 3.416 -1.354
H 2.321 3.811 -0.938
O 1.556 4.234 -1.363

11.
Molecular formula: C29H22LiO
Method: DFT, wB97M-V/def2-TZVPD

LUMO level: 1.1 eV
total charge: -1
calculated total energy: -1201.007805 Ha
gap between HOMO and LUMO: 0.088 Eh
energy relative to the best compared isomer or geometry (same formula, charge and spin): 0.0 kJ/mol

Cartesian coordinates (Å):
C -4.971 3.036 -1.022
O -4.378 3.143 0.290
C -3.062 2.842 0.444
C -2.564 2.851 1.769
C -1.237 2.574 2.005
C -0.340 2.319 0.942
C 1.085 2.189 1.198
C 2.126 2.259 0.168
C 3.327 1.684 0.706
C 4.543 1.795 0.051
C 4.578 2.469 -1.173
C 3.405 2.996 -1.731
C 2.174 2.888 -1.072
C 3.013 1.118 2.011
C 1.630 1.377 2.288
C 1.061 0.871 3.451
C 1.896 0.247 4.389
C 3.265 0.067 4.142
C 3.830 0.481 2.931
C -0.860 2.250 -0.367
C -2.192 2.525 -0.627
H -6.010 3.316 -0.857
H -4.495 3.728 -1.731
H -4.909 2.006 -1.404
H -3.252 3.085 2.579
H -0.879 2.606 3.031
H 5.436 1.374 0.512
H 5.529 2.594 -1.694
H 3.451 3.521 -2.687
H 1.278 3.338 -1.495
H -0.010 0.946 3.615
H 1.463 -0.105 5.325
H 3.892 -0.419 4.891
H 4.880 0.322 2.685
H -0.210 1.965 -1.190
H -2.568 2.500 -1.653
C 2.078 5.763 0.459
Li 4.802 5.059 4.593
C 0.939 5.210 1.071
C 1.365 4.330 2.119
C 2.786 4.492 2.269
C 3.244 5.324 1.196
C 4.621 5.427 0.960
C 5.503 4.686 1.728
C 5.049 3.836 2.750
C 3.696 3.835 3.114
H 2.126 6.428 -0.402
H -0.094 5.380 0.770
H 0.751 3.947 2.929
H 4.960 6.045 0.124
H 6.573 4.694 1.500
H 5.745 3.155 3.244
H 3.318 3.260 3.961

12.
Molecular formula: C40H48NO
Method: DFT, wB97M-V/def2-TZVPD

LUMO level: -5.1 eV
total charge: +1
calculated total energy: -1682.692678 Ha
gap between HOMO and LUMO: 0.156 Eh

Cartesian coordinates (Å):
C -4.308 2.808 4.138
C -3.566 1.777 3.339
C -2.874 0.751 3.981
C -2.239 -0.271 3.275
C -1.608 -1.348 4.118
C -2.230 -0.249 1.864
C -1.578 -1.365 1.039
C -2.410 -2.652 1.111
C -0.079 -1.636 1.359
C 0.813 -0.550 0.952
C 1.992 -0.108 1.602
C 2.400 1.272 1.468
C 1.540 2.281 0.764
C 3.614 1.697 1.985
C 4.455 0.842 2.701
C 5.750 1.350 3.259
C 4.047 -0.481 2.886
C 2.854 -0.973 2.368
C 2.539 -2.417 2.601
C -2.951 0.774 1.208
C -3.085 0.827 -0.289
C -3.567 1.787 1.945
H -4.730 3.569 3.477
H -5.132 2.354 4.705
H -3.652 3.300 4.866
H -2.851 0.725 5.074
H -1.704 -2.353 3.699
H -0.546 -1.142 4.320
H -2.103 -1.365 5.100
H -1.587 -1.050 -0.012
H -3.428 -2.449 0.753
H -1.975 -3.441 0.486
H -2.486 -3.030 2.137
H 0.027 -1.871 2.422
H 0.213 -2.541 0.801
H 0.327 0.212 0.334
H 1.914 3.292 0.983
H 1.574 2.155 -0.329
H 0.492 2.243 1.092
H 3.916 2.737 1.835
H 6.288 0.546 3.769
H 6.397 1.753 2.468
H 5.582 2.163 3.978
H 4.701 -1.158 3.443
H 3.440 -2.933 2.960
H 1.767 -2.563 3.372
H 2.219 -2.918 1.682
H -3.877 1.538 -0.565
H -2.163 1.183 -0.772
H -3.351 -0.144 -0.733
H -4.089 2.588 1.414
C 4.334 -0.105 -2.351
C 3.456 -0.623 -3.312
C 2.566 -1.634 -2.969
C 2.517 -2.131 -1.637
C 1.461 -2.967 -1.128
C 0.326 -3.338 -1.901
N -0.062 -4.653 -2.003
C 0.961 -5.677 -1.757
C 0.434 -7.066 -2.078
O -0.806 -7.270 -1.388
C -1.838 -6.463 -1.940
C -1.486 -4.981 -2.099
C -0.419 -2.283 -2.621
C -0.298 -0.961 -2.156
C -0.924 0.104 -2.791
C -1.726 -0.143 -3.912
C -1.829 -1.442 -4.421
C -1.138 -2.496 -3.821
C 3.597 -1.785 -0.787
C 4.410 -0.704 -1.084
H 4.978 0.744 -2.593
H 3.459 -0.227 -4.330
H 1.887 -2.048 -3.722
H 1.735 -3.614 -0.289
H 1.847 -5.469 -2.373
H 1.266 -5.659 -0.695
H 0.336 -7.184 -3.175
H 1.104 -7.830 -1.658
H -2.118 -6.862 -2.933
H -2.683 -6.574 -1.248
H -2.057 -4.407 -1.347
H -1.881 -4.673 -3.073
H 0.368 -0.783 -1.315
H -0.776 1.118 -2.411
H -2.248 0.687 -4.388
H -2.438 -1.640 -5.303
H -1.119 -3.479 -4.303
H 3.750 -2.369 0.126
H 5.111 -0.324 -0.338

Copy entry 5 word for word.
Molecular formula: H3P3
Method: DFT, wB97M-V/def2-TZVPD

LUMO level (alpha / beta): 0.8 / -3.1 eV
calculated total energy: -1025.709341 Ha
expectation value of S²: 2.0070
spin multiplicity: 3
gap between HOMO and LUMO (alpha / beta): 0.292 / 0.216 Eh

Cartesian coordinates (Å):
P 1.911 -0.782 -0.704
P 0.818 0.667 0.237
P -1.096 0.478 -0.779
H 3.333 -0.314 -0.188
H -1.922 1.297 0.146
H -1.874 -0.522 -0.246